Entry from the Open Molecules 2025 dataset: a 2-piece molecular cluster, C4H9NO2 overall (ωB97M-V with the def2-TZVPD basis set).

Output
Frontier orbital gap = 10.147 eV
Relative energy (zero: lowest compared OMol25 entry of this formula, charge and spin) = 239.7 kJ/mol
Total charge = 0

The geometry in XYZ format:
```
16
Properties=species:S:1:pos:R:3:forces:R:3:mulliken_charge:R:1
C 0.414 -1.772 -0.457 0.08 -0.13 -0.01 -1.48
C 0.100 -0.428 0.186 -0.08 -0.11 0.05 0.40
C 1.248 0.577 -0.045 -0.03 -0.41 -0.26 -0.58
O 1.263 1.662 0.846 -0.21 0.09 0.03 -0.52
N -1.171 0.100 -0.328 -0.14 -0.28 -0.37 -0.41
C -2.248 1.635 0.514 -0.11 2.03 1.27 0.02
O -1.524 2.136 1.258 -0.81 -0.08 -0.38 -0.30
H -0.439 -2.447 -0.338 0.15 0.02 -0.02 0.37
H 1.300 -2.238 -0.016 -0.08 0.03 -0.05 0.39
H 0.594 -1.639 -1.532 -0.02 -0.05 0.16 0.34
H 0.006 -0.534 1.274 -0.10 -0.04 -0.16 0.23
H 2.206 0.062 0.102 -0.24 0.00 -0.05 0.34
H 1.225 0.910 -1.100 -0.07 -0.02 0.17 0.27
H 0.363 2.005 0.934 0.18 0.01 -0.01 0.39
H -1.239 0.134 -1.336 0.12 -0.08 -0.08 0.21
H -2.099 -0.164 0.040 1.36 -0.98 -0.28 0.33
```
Forces are in eV/Å.



Entry from the Open Molecules 2025 dataset: a 18-piece molecular cluster, C43H111N10O25 overall (ωB97M-V with the def2-TZVPD basis set).

Output
Frontier orbital gap = 0.865 eV
Total charge = +5

The geometry in XYZ format:
```
189
Properties=species:S:1:pos:R:3:forces:R:3:mulliken_charge:R:1
C -7.468 -1.141 -3.694 -3.11 -0.95 2.14 -1.14
N -7.259 -0.470 -2.332 -0.16 -0.71 -1.37 0.15
C -5.814 -0.328 -2.129 0.01 1.94 1.00 -0.92
C -7.874 0.844 -2.553 0.60 0.30 -0.82 -0.80
C -7.910 -1.278 -1.298 -1.32 -1.37 1.22 -0.42
C -7.182 -2.508 -0.764 0.74 0.19 -1.21 -0.65
O -6.288 -2.136 0.265 -0.28 0.30 -0.32 -0.47
H -7.034 -0.541 -4.421 0.86 0.66 -1.19 0.51
H -8.598 -1.095 -3.763 1.32 -0.43 -0.43 0.45
H -7.128 -2.170 -3.665 0.29 0.18 -0.12 0.23
H -5.630 0.319 -1.234 -0.11 -0.75 -0.60 0.38
H -5.453 0.189 -3.005 0.39 -0.08 -0.18 0.26
H -5.398 -1.290 -2.030 0.72 -1.00 0.12 0.38
H -8.825 0.721 -3.014 -0.95 -0.12 0.07 0.42
H -7.244 1.267 -3.333 -0.05 0.60 0.21 0.35
H -7.931 1.461 -1.693 0.14 0.39 0.89 0.34
H -8.844 -1.727 -1.685 0.28 0.84 -0.26 0.39
H -8.190 -0.693 -0.405 0.30 0.19 -0.54 0.39
H -6.626 -3.105 -1.529 -0.52 0.55 0.13 0.25
H -7.984 -3.142 -0.417 -0.18 -0.29 0.44 0.52
H -6.287 -2.906 0.814 0.50 -0.52 0.99 0.29
C 8.554 8.475 3.668 -0.55 -0.02 3.12 -0.85
N 7.599 7.745 2.834 1.55 -1.11 -1.35 -0.05
C 6.255 8.261 3.092 -0.37 -1.18 0.83 -0.97
C 8.032 8.143 1.442 1.02 0.94 0.23 -0.95
C 7.645 6.214 3.038 -0.35 -0.34 1.40 -0.51
C 8.984 5.437 3.055 -0.05 1.68 0.43 -0.60
O 9.506 5.544 1.749 0.05 0.28 0.27 -0.48
H 8.552 8.056 4.704 -0.17 0.08 -0.71 0.39
H 8.101 9.481 3.818 1.25 -0.33 -0.55 0.37
H 9.564 8.335 3.317 0.12 0.64 -0.33 0.38
H 5.537 7.688 2.508 -0.09 0.01 0.15 0.35
H 6.285 9.262 2.750 -0.41 1.09 -0.01 0.44
H 6.095 8.160 4.182 -0.31 0.26 -0.67 0.43
H 7.383 7.738 0.708 -0.64 -0.43 -0.61 0.39
H 9.060 7.797 1.308 -0.42 -0.17 -0.15 0.42
H 8.071 9.260 1.366 -0.35 -0.97 0.23 0.41
H 7.044 5.775 2.270 -0.30 0.03 -0.74 0.26
H 7.060 6.011 3.969 0.71 0.37 -0.45 0.38
H 8.821 4.409 3.291 -0.88 -0.84 0.16 0.46
H 9.677 5.739 3.880 -0.32 0.43 -0.78 0.40
H 10.307 5.028 1.744 0.62 -0.24 -0.38 0.31
C -5.228 3.468 9.442 0.35 -1.15 -0.29 -0.94
N -4.673 2.554 10.485 -0.04 0.55 0.86 -0.12
C -4.167 3.516 11.507 -1.61 -0.15 2.22 -0.92
C -5.810 1.748 11.094 1.13 0.42 1.01 -0.93
C -3.561 1.651 10.036 0.03 0.62 -0.82 -0.84
C -4.096 0.576 9.126 -0.42 0.06 -0.55 0.05
O -4.462 1.009 7.787 -0.50 0.78 2.64 -0.46
H -5.989 4.037 9.925 -0.45 0.57 0.14 0.47
H -5.650 2.845 8.688 -0.24 -0.17 -0.85 0.39
H -4.420 4.075 9.065 0.06 0.21 -0.20 0.38
H -4.988 4.263 11.767 1.03 -1.05 -0.40 0.37
H -3.333 4.059 11.139 0.82 0.27 -0.40 0.40
H -3.932 2.967 12.445 0.10 0.37 -0.69 0.40
H -6.424 2.502 11.531 -0.76 0.34 0.35 0.43
H -5.388 1.144 11.927 -0.33 0.16 -0.79 0.34
H -6.376 1.177 10.375 0.08 -0.01 -0.16 0.49
H -3.023 1.254 10.885 -0.63 -0.50 0.72 0.45
H -2.749 2.226 9.603 -0.32 0.53 -0.66 0.42
H -5.004 0.189 9.616 0.65 -0.45 -0.45 0.12
H -3.305 -0.163 9.115 -0.09 -0.48 -0.35 0.25
H -3.955 0.477 7.209 1.21 -0.88 -1.25 0.32
C -0.091 0.882 0.697 0.25 -2.40 0.37 -0.49
C 1.161 -1.146 0.642 10.73 -1.41 5.66 0.26
C 2.025 -2.235 0.110 -1.89 -1.44 1.63 -0.48
O 1.012 -2.713 -0.734 0.92 -0.98 -1.41 -0.34
C 1.019 -3.988 -1.355 2.00 1.00 -0.47 -0.79
N 0.082 -0.748 0.294 -7.18 4.55 -0.92 0.17
H 4.453 2.429 3.575 -0.48 -2.01 -0.85 0.28
H 2.525 2.373 -0.013 0.24 2.71 2.78 0.35
H -0.593 -1.520 -0.018 0.74 2.13 -0.46 0.28
H 0.892 1.162 0.995 0.80 -0.49 0.52 -0.08
H -0.739 1.053 1.522 -0.72 -0.58 0.64 0.35
H -0.269 1.667 0.003 -0.86 -0.40 -1.96 0.26
H 1.795 -0.788 1.556 -1.61 0.77 -1.52 0.16
H 2.202 -3.085 0.912 0.17 1.80 -1.09 0.25
H 3.030 -1.715 -0.162 -1.52 -1.30 -0.54 0.22
H 0.234 -3.781 -2.034 -0.45 -0.79 -1.42 0.27
H 0.733 -4.787 -0.710 -0.05 -0.58 0.83 0.34
H 2.040 -4.182 -1.808 -1.37 0.02 0.15 0.26
C 5.381 -1.241 -8.040 0.00 0.45 -0.62 -1.26
C 4.593 -0.913 -9.302 0.64 -0.46 -1.67 0.05
C 3.791 0.314 -9.161 -0.25 1.75 -0.29 -0.62
O 3.613 0.944 -10.424 -0.03 -0.84 -0.36 -0.41
C 2.695 2.027 -10.422 0.37 1.41 1.22 -0.71
N 5.549 -0.690 -10.516 -0.27 0.97 1.56 -0.31
H 5.932 -1.571 -10.753 0.18 -1.19 -0.99 0.34
H 4.978 -0.200 -11.215 0.14 -0.26 -0.35 0.37
H 6.360 -0.115 -10.307 0.01 0.45 0.22 0.34
H 6.177 -0.467 -8.007 -0.40 -0.42 0.39 0.41
H 5.858 -2.213 -8.080 -0.06 -0.19 0.10 0.40
H 4.737 -1.149 -7.154 0.26 -0.09 -0.29 0.30
H 3.924 -1.607 -9.804 0.06 -0.95 0.78 0.41
H 4.330 0.976 -8.501 -0.01 0.67 0.46 0.40
H 2.845 0.043 -8.722 -0.47 0.01 0.35 0.43
H 2.647 2.545 -11.391 -0.02 -0.86 0.11 0.29
H 3.123 2.809 -9.739 -0.55 -0.51 -0.28 0.30
H 1.701 1.729 -10.038 0.42 0.05 -0.41 0.27
C -4.727 -13.043 -6.978 0.94 -0.74 1.20 -0.99
C -4.925 -12.593 -5.529 -1.15 0.03 -1.68 0.63
O -4.184 -12.474 -4.638 0.06 0.21 0.18 -0.35
N -6.495 -12.327 -5.212 1.04 -0.90 0.57 -0.33
H -7.060 -12.412 -6.062 0.03 0.62 0.16 0.38
H -6.589 -13.244 -4.776 -0.78 -0.10 0.52 0.36
C -6.840 -11.207 -4.215 -0.63 -0.34 -2.50 -0.71
H -5.541 -13.564 -7.502 -0.08 0.41 0.55 0.39
H -3.891 -13.769 -6.877 -0.31 0.62 -0.48 0.33
H -4.419 -12.160 -7.534 0.13 -0.02 -0.18 0.31
H -6.664 -10.297 -4.837 -0.17 -0.43 1.08 0.32
H -6.178 -11.334 -3.380 0.11 0.18 0.38 0.32
H -7.916 -11.346 -4.001 0.73 0.31 0.24 0.33
C -5.887 0.839 -7.181 -0.41 -0.77 -1.77 -1.42
C -4.953 0.336 -6.142 -0.76 0.30 -1.05 0.91
O -5.300 -0.670 -5.530 0.16 -1.02 0.96 -0.74
N -3.806 0.919 -5.883 -0.03 1.51 -0.69 -0.15
H -3.368 0.475 -5.128 1.22 -0.46 1.14 0.25
H -4.174 -5.111 -5.864 0.13 -0.07 1.14 0.35
C -3.399 2.268 -6.304 1.30 -1.18 0.89 -0.96
H -6.539 1.615 -6.806 -0.01 0.48 0.08 0.33
H -6.549 -0.037 -7.388 0.48 0.79 -0.03 0.36
H -5.412 1.145 -8.153 -0.39 -0.09 1.08 0.47
H -4.192 2.710 -6.837 -0.76 0.63 -0.73 0.43
H -2.478 2.210 -6.889 -0.29 0.05 -0.21 0.28
H -3.156 2.859 -5.424 -0.22 0.08 0.05 0.30
C 6.836 -5.061 4.901 -0.75 -1.56 2.34 -1.11
C 6.368 -4.033 3.975 0.36 0.31 1.20 0.62
O 5.393 -3.383 4.329 -0.69 0.75 -0.97 -0.59
N 7.159 -3.720 2.946 -1.28 2.14 -1.85 -0.15
H 3.165 -2.339 5.325 0.51 -0.75 -0.47 0.34
H 7.934 -4.232 2.595 0.34 -0.80 0.48 0.24
C 6.794 -2.574 2.069 0.76 -0.30 -0.08 -0.77
H 6.916 -6.086 4.579 0.65 -0.19 -0.74 0.37
H 6.044 -5.168 5.668 0.26 0.28 -0.37 0.28
H 7.694 -4.744 5.494 0.33 -0.06 -0.46 0.30
H 5.723 -2.336 2.086 0.35 -0.33 0.19 0.20
H 7.115 -2.825 1.047 -0.29 0.04 0.23 0.34
H 7.368 -1.678 2.349 -0.29 -0.19 0.12 0.27
C 0.731 4.772 -1.837 -0.73 0.16 -1.62 -1.15
C 2.050 5.338 -2.073 2.44 0.27 0.17 0.87
O 2.550 6.402 -1.795 -2.05 -1.33 0.10 -0.49
N 3.042 4.359 -2.700 -0.59 0.29 -0.10 0.28
H 3.606 4.090 -1.878 -0.18 -0.47 -0.42 0.15
H 2.585 3.475 -3.270 0.47 0.74 0.40 0.32
C 3.910 5.212 -3.534 1.58 -0.95 -1.58 -0.99
H 0.107 5.381 -2.494 -0.49 0.00 0.21 0.40
H 0.539 5.019 -0.848 -0.96 0.40 1.96 0.38
H 0.511 3.719 -2.059 0.75 0.29 -0.02 0.14
H 4.798 4.592 -3.773 -0.49 0.49 -0.15 0.36
H 4.247 6.081 -2.977 -0.14 -0.17 -0.14 0.40
H 3.396 5.510 -4.475 0.24 -0.26 0.79 0.33
C -2.057 -0.878 4.282 1.44 0.34 -0.12 -0.95
C -2.070 -1.214 5.766 -1.25 -0.50 0.25 0.85
O -2.230 -0.413 6.704 0.31 -0.75 -1.34 -0.87
N -2.195 -2.570 5.917 0.73 1.64 0.86 -0.20
H -1.784 -3.096 5.175 -0.09 -0.69 -0.09 0.23
H 1.392 -0.075 6.087 2.48 0.76 4.97 0.24
C -2.524 -3.098 7.212 -1.20 -1.94 -0.13 -0.72
H -2.855 -1.462 3.815 -0.15 0.57 0.01 0.49
H -1.112 -1.233 3.773 -0.78 0.51 0.69 0.00
H -2.139 0.214 4.194 -0.14 -0.49 -0.33 0.28
H -3.210 -3.982 7.083 0.69 0.79 0.09 0.35
H -3.092 -2.348 7.726 -0.20 0.39 0.28 0.14
H -1.719 -3.424 7.858 0.51 0.13 -0.14 0.30
O 1.972 2.409 -4.237 0.01 -0.61 -0.68 -0.65
C 1.743 0.818 -3.992 -0.45 -0.24 3.19 0.60
O 2.293 0.205 -4.882 -0.63 0.18 0.14 -0.62
O 1.158 0.590 -2.883 1.55 1.12 -3.36 -0.63
H 2.286 2.369 -5.176 -0.24 0.22 1.24 0.21
O 3.524 1.666 7.641 -0.23 0.44 -2.09 -0.35
C 3.279 2.115 6.588 -1.25 1.96 -1.47 0.86
O 3.966 1.625 3.190 12.12 -1.70 -0.63 -0.56
O 2.942 2.680 5.566 1.45 -2.28 3.69 -0.49
H -9.175 -12.280 3.212 0.07 0.08 -0.09 -0.43
O -4.804 -3.190 -5.938 -0.58 2.87 -1.30 -0.52
C -4.964 -3.804 -4.824 1.16 -1.62 0.63 0.65
O -5.465 -3.459 -3.802 -0.98 1.14 1.29 -0.51
O -4.363 -4.971 -4.903 0.39 -2.05 -1.12 -0.49
H -5.027 -2.218 -5.768 -0.01 -0.51 -0.57 0.50
O 1.435 -1.897 3.702 -0.80 0.63 -1.02 -0.53
C 1.640 -1.337 4.723 0.27 1.04 3.27 0.86
O 1.001 -0.225 5.310 -2.40 -2.32 -7.10 -0.39
O 2.513 -1.725 5.656 0.14 0.47 0.27 -0.52
H 3.200 1.913 3.270 -11.77 3.61 1.41 0.23
O 2.652 3.057 0.830 0.12 -3.84 -2.87 -0.65
C 6.138 4.319 -0.079 -0.73 0.04 -3.25 0.67
O 6.302 3.819 0.916 0.75 -0.97 3.71 -0.30
O 5.927 4.661 -1.165 -0.11 0.84 -0.42 -0.38
H 3.105 2.377 1.400 -0.12 1.10 -0.22 0.31
```
Forces are in eV/Å.



Entry from the Open Molecules 2025 dataset: C2H2Cl6 as an isolated structure (ωB97M-V with the def2-TZVPD basis set).

Output
Frontier orbital gap = 10.090 eV
Relative energy (zero: lowest compared OMol25 entry of this formula, charge and spin) = 338.2 kJ/mol
Total charge = 0

The geometry in XYZ format:
```
10
Properties=species:S:1:pos:R:3:forces:R:3:mulliken_charge:R:1
C -1.043 -0.438 1.318 -1.72 0.67 2.61 0.23
Cl -0.457 1.234 1.081 -1.18 -0.51 2.59 -0.14
Cl -2.178 -0.950 0.066 -0.71 0.31 0.65 -0.08
Cl -1.580 -0.599 3.011 -0.52 -0.15 -0.36 -0.17
H -0.178 -1.086 1.178 -2.08 0.12 2.81 0.19
C 1.077 0.328 -1.434 0.16 -0.33 -0.21 0.04
Cl 0.691 -0.894 -0.123 5.42 0.11 -6.35 -0.17
Cl 2.713 0.919 -1.226 0.05 0.05 0.07 -0.11
Cl -0.079 1.689 -1.487 0.76 -0.43 -2.07 -0.11
H 1.034 -0.202 -2.385 -0.19 0.15 0.27 0.32
```
Forces are in eV/Å.



Entry from the Open Molecules 2025 dataset: an isolated ion of composition C3H14N4S and charge +2 (ωB97M-V with the def2-TZVPD basis set).

Output
Frontier orbital gap = 10.333 eV
Relative energy (zero: lowest compared OMol25 entry of this formula, charge and spin) = 0.0 kJ/mol
Total charge = +2

The geometry in XYZ format:
```
22
Properties=species:S:1:pos:R:3:forces:R:3:mulliken_charge:R:1
C 2.376 -1.094 -1.094 -1.14 -0.81 -1.70 -0.84
S 1.511 -0.745 0.446 -0.86 1.31 -0.68 -0.07
C -0.075 0.237 0.059 3.41 0.96 1.31 -0.60
N -0.021 1.616 0.741 -0.60 -0.19 -1.02 -0.32
N 0.682 2.666 0.082 -1.32 1.80 -2.64 -0.30
N -1.198 -0.406 0.509 -4.47 -1.46 0.38 -0.06
C -2.316 -0.553 -0.475 1.45 1.63 -0.38 -0.91
N -1.065 -1.598 1.310 2.39 0.07 -0.22 -0.24
H 1.997 -1.855 -1.859 -0.31 1.26 1.23 0.34
H 3.115 -1.642 -0.607 2.06 -0.85 0.48 0.37
H 2.805 -0.233 -1.601 -0.14 0.06 0.27 0.33
H -0.187 0.394 -0.982 0.35 0.35 -1.11 0.66
H 0.454 1.654 1.596 0.31 -1.15 2.04 0.28
H 1.622 2.487 -0.288 0.24 -0.50 0.05 0.34
H 0.815 3.483 0.756 -0.68 -0.95 -1.12 0.41
H 0.061 2.950 -0.792 1.60 -0.03 2.21 0.43
H -2.295 -1.528 -0.865 0.03 -1.36 -0.86 0.40
H -3.273 -0.354 -0.096 -1.21 0.23 1.13 0.34
H -2.192 0.203 -1.284 0.13 -0.69 0.51 0.33
H -1.796 -1.832 2.022 0.45 1.13 -0.42 0.37
H -0.070 -1.376 1.685 -1.65 -1.55 0.32 0.32
H -0.949 -2.473 0.737 -0.06 0.76 0.22 0.41
```
Forces are in eV/Å.



Repeat the fourth record exactly.
Entry from the Open Molecules 2025 dataset: an isolated ion of composition C3H14N4S and charge +2 (ωB97M-V with the def2-TZVPD basis set).

Output
Frontier orbital gap = 10.333 eV
Relative energy (zero: lowest compared OMol25 entry of this formula, charge and spin) = 0.0 kJ/mol
Total charge = +2

The geometry in XYZ format:
```
22
Properties=species:S:1:pos:R:3:forces:R:3:mulliken_charge:R:1
C 2.376 -1.094 -1.094 -1.14 -0.81 -1.70 -0.84
S 1.511 -0.745 0.446 -0.86 1.31 -0.68 -0.07
C -0.075 0.237 0.059 3.41 0.96 1.31 -0.60
N -0.021 1.616 0.741 -0.60 -0.19 -1.02 -0.32
N 0.682 2.666 0.082 -1.32 1.80 -2.64 -0.30
N -1.198 -0.406 0.509 -4.47 -1.46 0.38 -0.06
C -2.316 -0.553 -0.475 1.45 1.63 -0.38 -0.91
N -1.065 -1.598 1.310 2.39 0.07 -0.22 -0.24
H 1.997 -1.855 -1.859 -0.31 1.26 1.23 0.34
H 3.115 -1.642 -0.607 2.06 -0.85 0.48 0.37
H 2.805 -0.233 -1.601 -0.14 0.06 0.27 0.33
H -0.187 0.394 -0.982 0.35 0.35 -1.11 0.66
H 0.454 1.654 1.596 0.31 -1.15 2.04 0.28
H 1.622 2.487 -0.288 0.24 -0.50 0.05 0.34
H 0.815 3.483 0.756 -0.68 -0.95 -1.12 0.41
H 0.061 2.950 -0.792 1.60 -0.03 2.21 0.43
H -2.295 -1.528 -0.865 0.03 -1.36 -0.86 0.40
H -3.273 -0.354 -0.096 -1.21 0.23 1.13 0.34
H -2.192 0.203 -1.284 0.13 -0.69 0.51 0.33
H -1.796 -1.832 2.022 0.45 1.13 -0.42 0.37
H -0.070 -1.376 1.685 -1.65 -1.55 0.32 0.32
H -0.949 -2.473 0.737 -0.06 0.76 0.22 0.41
```
Forces are in eV/Å.